{
  "formula": "C5H14N2",
  "method": "wB97M-V/def2-TZVPD",
  "gap_ev": 9.60,
  "max_force_ev_per_a": 3.7,
  "e_above_lowest_kcal_mol": 61.7,
  "e_lumo_ev": 1.10,
  "species": ["N", "N", "C", "C", "C", "C", "C", "H", "H", "H", "H", "H", "H", "H", "H", "H", "H", "H", "H", "H", "H"],
  "xyz": [[-1.11613, 1.13657, -0.82645], [0.26546, 1.12734, -0.57839], [0.83035, -0.13974, -0.34823], [2.21627, -0.08560, 0.24022], [-0.39354, -1.05708, 0.72216], [-1.43159, 0.72326, -2.18612], [-0.50646, -0.44308, 2.11200], [-1.44510, 0.30294, -0.15883], [-1.07045, 0.49105, 2.08869], [-2.50082, 0.85270, -2.32686], [-0.89663, 1.36624, -2.88981], [2.25469, 0.59120, 1.09358], [0.78157, -0.74130, -1.25548], [0.16276, -1.99508, 0.78207], [-1.35932, -1.41716, 0.35597], [0.45730, 1.77531, 0.18009], [2.93932, 0.25392, -0.50307], [2.50902, -1.07886, 0.57862], [-1.17881, -0.32171, -2.41590], [0.47578, -0.21362, 2.52358], [-0.99365, -1.12730, 2.81216]],
  "mulliken_charge": [-0.54, -0.15, 0.23, -1.47, -0.93, -0.75, -0.98, 0.30, 0.27, 0.34, 0.29, 0.35, 0.25, 0.42, 0.42, 0.32, 0.39, 0.33, 0.28, 0.26, 0.38]
}